{
  "formula": "C5H6O",
  "method": "the ωB97M-V functional and the def2-TZVPD basis",
  "symbols": ["C", "C", "C", "C", "C", "O", "H", "H", "H", "H", "H", "H"],
  "xyz": [[0.5260, -0.1138, 0.2643], [0.2227, 0.3665, -1.2131], [-0.0302, -1.1911, 1.1724], [-0.5566, 0.1677, 1.3464], [-0.2105, 0.8182, -2.3393], [1.2551, 0.6480, -2.1971], [1.5256, 0.2580, 0.1927], [-0.7140, -1.8615, 0.7762], [0.6242, -1.4478, 1.9175], [-0.1126, 0.7658, 2.0769], [-1.6362, 0.4509, 1.1621], [-0.8934, 1.1391, -3.1590]],
  "forces_ev_per_a": [[-2.5, 1.7, -3.5], [-1.0, -1.5, 1.0], [-0.3, 1.8, -1.6], [-0.4, 1.1, -1.1], [-1.2, -0.1, 0.6], [1.0, 0.1, -0.3], [0.8, 0.0, 1.8], [-0.8, -1.5, -0.6], [1.5, -1.3, 1.5], [0.3, 0.6, 1.5], [1.6, -0.5, -0.4], [1.0, -0.4, 1.1]],
  "mulliken_charge": [-0.2564, 0.1702, -0.5722, -0.4898, -0.1274, -0.4953, 0.3844, 0.3058, 0.2686, 0.2271, 0.2531, 0.3319],
  "smiles": "C1=C(C2CC2)O1",
  "charge": 0,
  "relative_energy_ev": 5.6888
}

---

{
  "formula": "C8H14O",
  "method": "the ωB97M-V functional and the def2-TZVPD basis",
  "symbols": ["C", "C", "C", "C", "C", "C", "C", "C", "O", "H", "H", "H", "H", "H", "H", "H", "H", "H", "H", "H", "H", "H", "H"],
  "xyz": [[1.2688, -0.1199, -0.9812], [-1.7493, -0.3637, 0.5941], [2.1576, 0.5244, 0.0430], [-1.6416, 0.9460, 1.3656], [0.4280, 0.6054, -1.7163], [-0.5273, -1.3512, 0.6633], [-0.2842, 1.3176, -2.5338], [0.1791, -1.5651, 1.7957], [1.8165, -1.2488, -1.5872], [1.5228, -1.2757, -2.5129], [-0.7074, -2.2013, 0.0052], [-1.9913, -0.1544, -0.4531], [-2.5999, -0.9379, 0.9762], [2.7981, 1.2926, -0.3984], [2.7935, -0.2216, 0.5283], [1.5502, 1.0064, 0.8148], [0.1191, 1.6803, -3.4753], [-1.3252, 1.5402, -2.3056], [-1.0798, 0.8459, 2.2976], [-1.1608, 1.7194, 0.7594], [-2.6419, 1.3096, 1.6254], [0.5768, -0.7813, 2.4272], [0.4984, -2.5670, 2.0678]],
  "forces_ev_per_a": [[0.7, 1.8, -2.8], [1.3, -0.1, -0.5], [-0.2, -0.2, 0.7], [0.0, 0.2, -0.1], [0.8, -0.8, 1.1], [-2.2, -0.2, 1.9], [-0.7, 0.0, 0.1], [0.2, 0.0, -1.2], [-0.4, -0.7, 0.6], [0.0, 0.0, 0.5], [0.2, 0.0, 0.1], [0.1, 0.0, 0.0], [0.2, -0.1, 0.0], [-0.1, -0.2, -0.1], [-0.2, 0.0, -0.1], [0.1, -0.1, -0.1], [0.1, 0.4, 0.2], [-0.1, -0.2, -0.3], [-0.1, -0.1, -0.1], [0.1, -0.1, 0.1], [0.2, 0.0, 0.0], [-0.7, 0.2, 0.4], [0.6, 0.1, -0.5]],
  "mulliken_charge": [0.8522, -0.2159, -1.2702, -1.0542, -0.0237, -0.1980, -0.8245, -0.7542, -0.5103, 0.3365, 0.2829, 0.2502, 0.3797, 0.3520, 0.3529, 0.2326, 0.2741, 0.2500, 0.2587, 0.2061, 0.3648, 0.2257, 0.2327],
  "smiles": "C=C=C(C)O.C=CCC",
  "charge": 0,
  "relative_energy_ev": 3.3951
}

---

{
  "formula": "C16H42N4NaO10",
  "method": "the ωB97M-V functional and the def2-TZVPD basis",
  "symbols": ["Na", "C", "O", "O", "O", "C", "O", "C", "C", "N", "C", "C", "O", "C", "H", "H", "H", "H", "H", "H", "H", "H", "H", "H", "H", "H", "H", "H", "H", "C", "O", "C", "C", "N", "C", "C", "O", "C", "H", "H", "H", "H", "H", "H", "H", "H", "H", "H", "H", "H", "H", "H", "H", "C", "O", "N", "N", "H", "H", "H", "H", "C", "O", "H", "H", "H", "H", "C", "O", "H", "H", "H", "H"],
  "xyz": [[-0.5511, 0.2663, -1.4696], [-1.2051, -1.5210, 0.7271], [-1.5145, -2.0600, 1.7840], [-1.9930, -1.2717, -0.1960], [0.0090, -1.3329, 0.5443], [3.6529, -3.9043, 6.6135], [3.1847, -2.9066, 5.6700], [3.8724, -1.6513, 5.7199], [3.6666, -0.5915, 4.5758], [2.3751, -0.1252, 4.4632], [2.3022, 1.3112, 4.0427], [0.9167, 1.7144, 3.6593], [0.6640, 1.3361, 2.3386], [-0.5915, 1.8309, 1.8713], [4.7260, -4.0307, 6.4703], [3.0100, -4.7838, 6.5777], [3.4845, -3.5424, 7.6277], [4.9442, -1.7873, 5.8644], [3.5935, -1.1240, 6.6321], [3.9523, -1.0367, 3.6227], [4.4133, 0.1975, 4.6646], [1.8972, -0.2029, 5.3496], [2.8773, 1.5021, 3.1366], [2.7890, 1.9316, 4.7952], [0.8012, 2.7970, 3.7107], [0.1842, 1.1820, 4.2660], [-0.4355, 2.8791, 1.6163], [-1.4393, 1.7724, 2.5540], [-0.9575, 1.3638, 0.9570], [1.7434, 2.7847, -0.9133], [0.3287, 2.7324, -1.0616], [-0.0380, 3.3501, -2.3011], [-1.5701, 3.2216, -2.6527], [-1.8505, 1.8293, -3.0817], [-3.2088, 1.7287, -3.5190], [-3.3851, 0.2508, -3.8937], [-2.8456, 0.0451, -5.1611], [-2.9298, -1.3147, -5.6101], [2.0439, 2.5352, 0.1043], [2.2355, 3.7530, -1.0049], [2.2947, 2.1636, -1.6192], [0.5233, 2.9611, -3.1506], [0.1698, 4.4169, -2.3840], [-1.8365, 3.7579, -3.5634], [-2.2443, 3.6663, -1.9207], [-1.2500, 1.6719, -3.8785], [-3.4009, 2.3278, -4.4091], [-3.8620, 2.1005, -2.7296], [-4.4141, -0.0700, -3.7312], [-2.8145, -0.4078, -3.2389], [-2.3047, -1.3160, -6.5031], [-3.9318, -1.6442, -5.8851], [-2.4009, -1.9335, -4.8853], [-0.0784, -3.6759, -2.4355], [0.2775, -4.5099, -3.2754], [0.5885, -3.2847, -1.4236], [-1.1850, -3.0478, -2.5113], [0.2585, -2.5460, -0.8190], [1.4587, -3.7455, -1.1990], [-1.8781, -3.3254, -3.1915], [-1.4565, -2.6034, -1.6459], [-3.8900, 0.9588, 1.6928], [-3.6768, 0.8914, 0.2790], [-4.8971, 0.8640, 2.0989], [-3.3658, 0.1156, 2.1427], [-3.3556, 1.8384, 2.0517], [-3.0529, 0.1866, 0.0904], [1.9819, -1.1219, -3.7410], [1.0669, -0.0155, -3.4404], [2.6338, -1.4261, -2.9221], [1.3844, -1.9777, -4.0549], [2.5680, -0.8338, -4.6137], [0.9375, 0.4357, -4.2778]],
  "forces_ev_per_a": [[-0.1, -0.7, 0.7], [1.4, -1.9, 2.8], [-2.4, -0.9, 2.7], [-3.8, 2.0, -4.4], [4.8, 1.8, -2.4], [-0.5, 2.0, -0.2], [0.2, -0.1, -0.4], [0.2, 0.6, 0.4], [1.9, -2.7, -0.3], [-2.3, 2.2, -0.2], [0.5, -1.3, -0.2], [-0.7, -0.1, -0.1], [-0.6, -0.4, -1.0], [0.4, 0.5, -0.2], [0.0, -0.6, 0.0], [0.4, -0.1, -0.8], [0.2, 0.3, 0.3], [0.3, -0.4, -0.4], [-0.4, 0.1, 0.5], [0.1, -0.4, -0.2], [0.4, 0.3, 0.8], [-0.3, 0.0, 0.1], [0.3, -0.5, -0.1], [-0.3, 0.4, 0.4], [-0.1, 0.4, 0.5], [-0.2, 0.3, 0.6], [-0.2, 0.4, 0.0], [0.4, -0.3, 0.6], [0.6, -0.5, 0.2], [0.9, 0.0, 0.7], [0.4, 0.8, -1.2], [-1.8, 0.5, -0.6], [1.5, -0.8, -0.8], [0.7, 1.2, 1.7], [-0.1, -1.5, -0.2], [-0.4, -0.1, 1.2], [-0.6, -0.2, -1.3], [1.3, 1.1, -0.1], [-0.6, -0.7, 0.0], [-0.8, 0.8, -0.4], [-0.4, -0.5, -0.1], [0.2, -0.7, 0.0], [0.3, 0.3, 0.8], [0.7, 1.1, -0.1], [0.1, -0.8, 0.5], [0.1, -0.2, -0.2], [-0.1, 0.2, -0.3], [-0.1, -0.5, 0.1], [-0.4, 0.0, -0.7], [0.1, 0.3, 0.7], [-0.2, -0.2, -0.2], [-0.1, 0.0, 0.4], [-0.4, -0.4, 0.1], [1.6, -3.0, -2.8], [0.6, -0.7, -0.6], [4.0, 0.1, 3.2], [-5.2, 2.6, -1.0], [0.2, 0.6, 1.1], [-0.3, 0.2, 0.0], [0.2, -0.1, 0.4], [-1.1, 0.6, 0.1], [1.7, -0.9, -0.2], [-1.6, 1.3, 0.4], [-0.4, 0.4, -0.8], [0.2, -0.2, 0.1], [-0.6, 0.3, 0.3], [0.5, -1.4, 0.0], [-0.8, 0.1, -0.9], [0.7, -0.4, 0.4], [-0.4, 0.5, 0.2], [0.0, -0.2, 0.3], [0.3, 0.0, 0.1], [-0.1, 0.0, 0.1]],
  "mulliken_charge": [0.7225, 0.8917, -0.9075, -1.0732, -0.9330, -0.7267, -0.2696, -0.7221, -0.7010, -0.0954, -0.7913, -0.5383, -0.1394, -0.9136, 0.2967, 0.2425, 0.3013, 0.3979, 0.3736, 0.3211, 0.3837, 0.1793, 0.3506, 0.4883, 0.3524, 0.2926, 0.3677, 0.4253, -0.0039, -0.7272, 0.0901, -0.7081, -1.0316, 0.2462, -0.9085, 0.0127, -0.3877, -0.4962, 0.0557, 0.3731, 0.2847, 0.3599, 0.4493, 0.5173, 0.4027, 0.0078, 0.3632, 0.5357, 0.4257, -0.2224, 0.2564, 0.2854, 0.0209, 0.5205, -0.8317, -0.0778, -0.0279, 0.0869, 0.2064, 0.2509, 0.0106, -0.7244, -0.5003, 0.3050, 0.2801, 0.2616, 0.4320, -0.7951, -0.2041, 0.2448, 0.2525, 0.3647, 0.1686],
  "charge": -1
}

---

{
  "formula": "C6H12NP",
  "method": "the ωB97M-V functional and the def2-TZVPD basis",
  "symbols": ["C", "C", "C", "C", "C", "C", "N", "P", "H", "H", "H", "H", "H", "H", "H", "H", "H", "H", "H", "H"],
  "xyz": [[1.1835, -0.8182, -0.3494], [0.8288, 0.6953, -0.3583], [0.1045, -0.2287, 0.5480], [2.5232, -1.3673, 0.2391], [1.5313, 1.8793, 0.1625], [-4.1343, -0.0768, -0.3796], [-1.5244, -0.6712, 0.0420], [-2.4747, 0.5504, 0.2291], [1.0089, -1.3153, -1.2597], [0.1928, 0.9775, -1.3850], [0.2407, -0.3291, 1.5671], [3.4381, -1.5967, -0.5303], [2.2227, -2.4101, 0.5645], [2.9107, -1.0257, 1.2499], [2.3281, 2.1945, -0.7066], [2.1711, 1.5582, 1.0074], [0.8112, 2.5670, 0.6516], [-3.8999, -1.0682, -0.7258], [-4.8281, -0.2741, 0.3385], [-4.6342, 0.7592, -0.9049]],
  "forces_ev_per_a": [[2.2, 2.2, 1.6], [-2.6, -0.3, -2.9], [-3.3, -2.0, -4.5], [0.7, -2.4, 0.3], [3.0, -0.1, -0.5], [2.2, 1.2, -0.7], [3.4, 0.4, 1.2], [-0.7, 0.5, 0.3], [-1.0, -0.5, -0.8], [1.5, -0.9, 2.9], [0.1, 0.2, 1.9], [-2.4, 1.1, 1.7], [0.4, 0.7, -0.5], [-0.4, 0.5, -1.5], [-2.2, 0.2, 2.3], [0.0, 0.1, -0.3], [0.6, 0.3, -1.1], [-0.2, -0.1, -1.5], [-1.7, -0.3, 2.9], [0.5, -0.9, -0.9]],
  "mulliken_charge": [-0.1007, 0.2584, -0.4180, -1.2528, -1.1839, -0.9983, -0.3671, 0.1678, 0.4089, 0.2700, 0.4691, 0.2694, 0.3328, 0.2845, 0.2809, 0.2450, 0.3307, 0.3404, 0.3563, 0.3064],
  "smiles": "C/P=N/[C@H]1[C@H](C)[C@@H]1C",
  "charge": 0,
  "relative_energy_ev": 2.6005
}

---

no.,orbital gap (eV),LUMO level (eV)
1,8.6,1.038
2,8.9,0.776
3,4.1,1.635
4,9.0,0.317